Molecular formula: C39H34BrCl2CrF11N3O4PTe
Method: DFT, ωB97M-V/def2-TZVPD

Values from the calculation:
**Orbital gap (alpha / beta)**: 0.177 / 0.180 hartree
**Relative energy (zero: lowest compared OMol25 entry of this formula, charge and spin)**: 103.4 kcal per mole

Geometry as ORCA input:
```
! RIJCOSX wB97M-V def2-TZVPD def2/J DEFGRID3
* xyz -1 2
Cr 0.1268 0.9277 -1.3560
O 4.1598 -0.3696 -2.5102
C 4.0450 -1.5187 -1.8143
C 5.2185 -2.1863 -1.4695
C 5.1699 -3.3907 -0.7920
C 3.9501 -3.9434 -0.4359
C 2.7770 -3.2811 -0.7668
C 2.8055 -2.0779 -1.4557
C 1.5354 -1.3762 -1.9079
O 1.6342 0.0036 -1.7468
N 0.3545 -1.8407 -1.1779
N -0.6108 -0.8689 -1.1686
C -1.8147 -1.2394 -0.9327
C -2.9646 -0.3898 -0.8790
Br -2.6491 1.4905 -1.0030
C -4.2229 -0.8243 -0.7098
C -4.6253 -2.2303 -0.7069
C -5.5907 -2.6608 0.2085
C -5.9707 -3.9899 0.2691
C -5.4113 -4.9163 -0.6007
C -4.4810 -4.4952 -1.5398
C -4.0945 -3.1663 -1.6012
H 3.3095 0.1101 -2.4536
H 6.1599 -1.7269 -1.7399
H 6.0938 -3.8951 -0.5393
H 3.9104 -4.8863 0.0951
H 1.8217 -3.7030 -0.4801
H 1.3914 -1.5996 -2.9772
H -0.0057 -2.7220 -1.5259
H -1.9981 -2.2933 -0.7544
H -5.0057 -0.0934 -0.5535
H -6.0233 -1.9382 0.8896
H -6.7002 -4.3067 1.0038
H -5.7122 -5.9549 -0.5595
H -4.0484 -5.2076 -2.2304
H -3.4157 -2.8382 -2.3802
C 2.5039 4.4518 -2.4628
C 1.9107 3.5959 -1.3303
O 1.0550 2.6563 -1.8029
C 3.1278 2.9547 -0.5689
F 4.0709 2.5567 -1.4440
F 3.7647 3.7876 0.2919
F 2.8052 1.8700 0.1442
C 1.0984 4.5593 -0.3917
F 0.3982 5.4449 -1.1251
F 0.1999 3.9002 0.3530
F 1.8325 5.3075 0.4657
H 3.0985 3.8185 -3.1138
H 3.1180 5.2578 -2.0579
H 1.6831 4.8629 -3.0434
N 0.1424 1.0333 0.4403
P -0.1219 0.9479 1.9744
C 0.2364 2.4157 3.0181
C 1.4676 3.0384 2.8324
C 1.8465 4.1000 3.6347
C 1.0081 4.5375 4.6496
C -0.2065 3.9026 4.8590
C -0.5938 2.8436 4.0509
C -1.8301 0.5005 2.4145
C -2.8090 1.4875 2.3009
C -4.1323 1.1855 2.5730
C -4.4856 -0.1090 2.9303
C -3.5212 -1.1025 3.0013
C -2.1923 -0.8002 2.7441
C 0.9480 -0.2840 2.7839
C 1.1198 -0.2849 4.1671
C 1.9792 -1.1979 4.7537
C 2.6632 -2.1153 3.9664
C 2.4924 -2.1164 2.5902
C 1.6404 -1.1956 1.9975
H 2.1296 2.6750 2.0574
H 2.7987 4.5849 3.4670
H 1.3026 5.3653 5.2817
H -0.8588 4.2287 5.6590
H -1.5363 2.3508 4.2403
H -2.5199 2.4847 1.9951
H -4.8858 1.9588 2.5010
H -5.5209 -0.3415 3.1478
H -3.8053 -2.1157 3.2541
H -1.4305 -1.5683 2.8067
H 0.5827 0.4334 4.7733
H 2.1250 -1.1918 5.8264
H 3.3405 -2.8236 4.4270
H 3.0316 -2.8219 1.9733
H 1.5229 -1.1598 0.9231
Cl 1.7589 -2.7745 -5.4653
C 2.1720 -1.1360 -5.9990
Cl 1.4044 0.1225 -5.0027
H 1.8201 -1.0265 -7.0183
H 3.2486 -1.0311 -5.9252
F -0.8804 -1.3721 -3.6817
Te -1.5304 0.6598 -4.4432
F -2.6285 2.1705 -3.9889
F -2.8214 0.7667 -6.0968
F -3.1352 -0.2001 -3.6115
F -0.6013 2.1875 -5.4559
O -0.5195 1.1624 -2.9381
*
```

Molecular formula: C2H6ClN3S
Method: DFT, ωB97M-V/def2-TZVPD

Values from the calculation:
**Orbital gap**: 0.351 hartree
**Relative energy (zero: lowest compared OMol25 entry of this formula, charge and spin)**: 52.7 kcal per mole

Geometry as ORCA input:
```
! RIJCOSX wB97M-V def2-TZVPD def2/J DEFGRID3
* xyz 0 1
C -0.5362 0.0837 0.6259
C 0.9235 0.6429 0.8248
H -3.1844 -0.2931 1.5643
H -3.5459 1.4066 0.5029
H 0.8287 1.2596 1.7618
H 1.6217 -0.1959 0.8511
H -1.6468 -1.2128 -0.2338
H 0.9119 -2.8350 0.1325
N -2.7912 0.3638 0.5568
N -1.4385 0.9028 0.9605
N -0.6122 -1.1510 0.0317
S 0.6188 -1.8467 -0.8687
Cl 1.5697 1.5441 -0.6016
*
```

Molecular formula: C23H35I2MgN3O4PSSeSi
Method: DFT, ωB97M-V/def2-TZVPD

Values from the calculation:
**Orbital gap**: 0.245 hartree
**Relative energy (zero: lowest compared OMol25 entry of this formula, charge and spin)**: 6.8 kcal per mole

Geometry as ORCA input:
```
! RIJCOSX wB97M-V def2-TZVPD def2/J DEFGRID3
* xyz -1 1
Mg 1.4424 -1.5157 -0.0503
I 0.4615 -1.9443 7.0032
C 0.3606 -2.2239 4.9294
C 0.7024 -3.4530 4.3889
C 0.6352 -3.6174 3.0173
I 1.1467 -5.4526 2.1551
C 0.2400 -2.5872 2.1421
O 0.2075 -2.7488 0.8486
C -0.1202 -1.3516 2.7419
C -0.6533 -0.2682 1.8414
N 0.2813 0.1126 0.7699
C 1.1507 1.2468 1.0887
C 2.1461 1.4150 -0.0313
C 2.7786 2.6274 -0.2719
C 3.7227 2.7020 -1.2720
C 4.0240 1.5619 -2.0089
C 3.3492 0.3998 -1.7113
N 2.4153 0.3294 -0.7577
C -0.0503 -1.1820 4.1138
H 1.0222 -4.2690 5.0212
H -0.9503 0.6056 2.4309
H -1.5516 -0.6473 1.3463
H -0.2832 0.4530 -0.0272
H 1.7022 1.0466 2.0126
H 0.5716 2.1689 1.1949
H 2.5124 3.4924 0.3194
H 4.2259 3.6376 -1.4802
H 4.7675 1.5756 -2.7934
H 3.5589 -0.5246 -2.2362
H -0.3275 -0.2276 4.5457
C -3.9629 0.9928 -0.5897
Si -3.1129 2.5309 -1.2839
C -3.4853 3.9252 -0.0709
C -4.0271 2.9581 -2.8748
Se -0.9473 2.2251 -1.6054
H -5.0266 1.1612 -0.3941
H -3.4864 0.6839 0.3447
H -3.8724 0.1696 -1.3023
H -4.5651 4.0683 0.0437
H -3.0484 4.8612 -0.4258
H -3.0596 3.7094 0.9114
H -5.0937 3.1246 -2.6927
H -3.9210 2.1503 -3.6026
H -3.6066 3.8628 -3.3194
S 3.6579 -2.4075 0.7469
C 4.0149 -0.9601 1.5124
N 4.2384 0.0477 2.0418
C 1.7069 -0.6047 -5.0175
C 0.3234 -0.2908 -4.4879
O -0.2803 -1.4784 -3.9288
P -0.3039 -1.5705 -2.3123
O -1.3300 -2.8101 -2.1922
C -2.5329 -2.6344 -1.4243
C -3.7276 -2.5492 -2.3469
O 1.1248 -2.3731 -1.9851
C 1.3432 -3.7719 -2.3244
C 2.8087 -3.9732 -2.6261
H 2.1476 0.2918 -5.4577
H 1.6616 -1.3848 -5.7791
H 2.3563 -0.9473 -4.2118
H -0.3382 0.0354 -5.2897
H 0.3461 0.5040 -3.7359
H -2.4507 -1.7302 -0.8150
H -2.5953 -3.4894 -0.7524
H -3.6377 -1.6873 -3.0095
H -4.6416 -2.4384 -1.7607
H -3.8067 -3.4497 -2.9571
H 0.7206 -4.0103 -3.1857
H 1.0106 -4.3629 -1.4706
H 3.1090 -3.3726 -3.4862
H 2.9902 -5.0246 -2.8559
H 3.4265 -3.6930 -1.7731
*
```

Molecular formula: C4H9NOS
Method: DFT, ωB97M-V/def2-TZVPD

Values from the calculation:
**Orbital gap (alpha / beta)**: 0.117 / 0.247 hartree
**Relative energy (zero: lowest compared OMol25 entry of this formula, charge and spin)**: 30.1 kcal per mole

Geometry as ORCA input:
```
! RIJCOSX wB97M-V def2-TZVPD def2/J DEFGRID3
* xyz -1 2
C 1.5320 -1.1364 -2.2423
N 0.8107 -0.0843 -1.4876
C 0.2659 -0.4597 -0.2035
C 0.7710 0.6286 0.8078
S -0.2409 0.6929 2.3211
C -1.3017 -0.4895 -0.2831
O -1.8440 0.2028 -1.2084
H 0.8758 -1.7654 -2.8616
H 2.1271 -0.5677 -2.9580
H 2.1277 -1.7650 -1.5936
H 0.1135 0.2984 -2.1137
H 0.5587 -1.4665 0.1114
H 1.7674 0.4286 1.2013
H 0.7874 1.5753 0.2790
H -0.9813 1.7713 2.1140
H -1.8514 -1.0760 0.4424
*
```

Molecular formula: C5H9N2
Method: DFT, ωB97M-V/def2-TZVPD

Values from the calculation:
**Orbital gap**: 0.272 hartree
**Relative energy (zero: lowest compared OMol25 entry of this formula, charge and spin)**: 121.6 kcal per mole

Geometry as ORCA input:
```
! RIJCOSX wB97M-V def2-TZVPD def2/J DEFGRID3
* xyz 1 1
C -0.3116 0.8188 -0.8741
C -0.8696 -0.0171 -1.6957
C 0.5840 -0.1698 1.2209
C -1.1675 -0.8316 -2.8854
C 0.7906 0.4103 2.6256
N 0.2693 0.8870 0.3613
N 0.9457 -1.3172 0.8772
H -0.3790 1.8604 -1.2994
H 0.3196 1.7474 0.8590
H -1.7752 -1.6836 -2.6267
H -0.2693 -1.1346 -3.3079
H -1.8804 -0.2300 -3.6035
H 1.7358 1.0192 2.7068
H 0.7891 -0.3980 3.3917
H -0.1239 0.9961 2.6947
H 1.3425 -1.9573 1.5554
*
```

Molecular formula: C2H5FIS
Method: DFT, ωB97M-V/def2-TZVPD

Values from the calculation:
**Orbital gap**: 0.329 hartree

Geometry as ORCA input:
```
! RIJCOSX wB97M-V def2-TZVPD def2/J DEFGRID3
* xyz 1 1
C -0.3331 1.2411 0.5060
C 0.3751 0.1394 -0.2495
F 0.0566 0.1326 -1.5701
S -0.1309 -1.5265 0.4441
I 1.2957 -3.0388 -0.6932
H -0.5188 0.9791 1.5468
H -1.2768 1.4646 0.0139
H 0.2916 2.1299 0.4868
H 1.4627 0.1389 -0.1459
H -1.2219 -1.6604 -0.3388
*
```